[1]
75
Properties=species:S:1:pos:R:3:mulliken_spin:R:1 method="wB97M-V/def2-TZVPD" multiplicity=2 total_charge=-1 max_force_ha_per_bohr=0.0472 e_tot_ha=-7962.4488 gap_ev="4.61 / 4.64" e_above_lowest_ev=1.4786 e_homo_ev="-3.587 / -3.496"
H -4.345 -0.017 3.271 0.000
H -3.124 -3.182 2.304 0.000
H 0.181 -3.874 2.543 0.001
H 0.126 -0.513 2.719 -0.001
H -0.367 -4.616 1.030 -0.001
C 1.905 1.772 -2.737 0.008
C -0.982 -1.500 -0.778 -0.071
C -0.935 2.963 0.993 -0.003
H 1.089 -3.597 1.048 0.000
C 5.545 0.266 2.064 0.005
O 6.583 0.447 -3.512 0.000
O 1.621 -0.300 0.889 0.017
C 3.171 0.982 -2.526 -0.002
C -0.893 -0.859 2.575 0.003
H 4.532 2.042 -3.785 0.000
H -3.065 1.779 2.154 0.000
O 0.875 1.196 -2.194 0.020
C 3.568 1.080 0.996 0.009
N -5.978 2.133 -1.156 0.000
C -1.422 1.667 -0.738 0.022
C -0.089 1.909 0.961 -0.005
Cl 0.830 -1.476 -3.341 0.018
H -1.431 0.640 -2.599 0.000
C 4.883 1.263 1.373 -0.002
H -1.548 -0.005 2.407 0.000
C -5.942 -0.048 1.830 0.000
Ge -1.068 -2.183 1.117 0.018
C 2.864 -0.106 1.269 0.016
C -2.916 3.634 -0.386 0.000
C -4.732 0.431 2.365 -0.001
C -4.545 1.937 0.569 0.000
N -1.766 2.812 -0.099 -0.001
N -5.023 2.953 -1.359 0.000
F 6.820 0.437 2.444 0.000
H -2.013 -1.152 -0.863 0.036
N 2.959 -0.060 -1.727 0.000
F 5.518 -1.859 3.063 0.000
C 5.381 0.236 -2.926 -0.002
Cl -2.513 -2.463 -3.495 0.001
H -2.860 4.061 -1.386 0.000
H 0.717 1.664 1.624 0.003
Ge -0.971 -3.054 -2.024 0.050
H -2.972 0.582 -1.740 0.002
F 2.940 -2.218 2.308 0.000
C 3.322 -2.263 -0.946 0.006
Cl -2.049 -4.947 -1.264 0.003
O 4.051 -3.193 -0.679 0.007
C -5.744 1.464 0.021 0.000
O 1.897 2.807 -3.371 0.001
C -4.008 1.431 1.752 0.000
C -2.949 -2.760 1.310 0.002
C 5.114 -0.908 -2.180 0.002
N -4.143 2.881 -0.328 0.000
C -2.111 1.212 -1.975 0.005
H -2.467 2.069 -2.548 -0.002
N -0.400 1.101 -0.109 0.020
C 4.878 -0.906 2.379 -0.001
C 0.093 -3.729 1.464 0.000
O 2.030 -2.215 -0.765 -0.003
W 0.904 -0.527 -1.037 0.813
H -2.925 4.444 0.344 0.000
F 2.934 2.059 0.332 0.001
C -6.465 0.452 0.660 0.000
C 3.863 -1.020 -1.610 0.003
H -1.231 -1.375 3.479 -0.001
C 3.564 -1.083 1.992 0.003
H -1.008 3.808 1.654 0.000
F 5.519 2.404 1.080 0.000
H 5.826 -1.716 -2.066 0.000
C 4.383 1.189 -3.138 0.003
H 7.164 -0.299 -3.326 0.000
H -6.454 -0.849 2.347 0.000
H -3.613 -1.901 1.186 0.000
H -3.200 -3.511 0.567 0.000
H -7.384 0.076 0.232 0.000


[2]
74
Properties=species:S:1:pos:R:3:mulliken_spin:R:1 method="wB97M-V/def2-TZVPD" multiplicity=3 total_charge=+1 max_force_ha_per_bohr=0.0454 e_tot_ha=-6122.7058 gap_ev="6.49 / 8.53" e_homo_ev="-9.331 / -11.469"
F -4.288 -1.070 -1.491 0.000
H 3.389 3.502 0.482 -0.001
H -1.548 0.420 3.959 0.003
C -2.429 -4.928 -1.091 0.000
C -1.828 -3.691 -0.951 0.000
C -0.490 0.318 3.710 0.039
F 1.325 -2.562 -2.611 0.000
H 2.218 1.478 4.509 -0.011
H 3.933 1.186 4.676 0.000
C -2.612 -3.059 -3.086 -0.001
F 2.933 -2.633 -4.768 0.000
C 2.310 -1.684 3.688 0.007
H 2.045 -2.598 4.225 0.004
H 3.151 -1.934 3.039 -0.005
F -3.924 -4.554 -4.356 0.000
H 1.177 -1.790 1.949 -0.002
H 2.055 1.221 -0.333 0.017
H 2.773 3.015 2.806 0.001
C -4.811 1.175 -1.766 0.001
C 0.274 3.457 1.497 0.015
H 1.967 -0.560 5.488 0.001
C 0.841 2.775 0.236 -0.028
H -0.236 -1.775 4.298 0.005
F -6.092 0.900 -1.547 0.000
N 1.208 -1.234 2.822 0.005
N 3.130 0.950 2.728 0.002
F 2.434 -1.005 -6.876 0.000
Ti 1.497 0.333 1.604 1.900
C -2.163 1.744 -2.197 -0.004
H 1.072 3.551 -0.499 0.009
C -4.416 2.480 -1.991 0.002
F -3.716 -6.403 -2.379 0.000
H 0.630 2.778 3.539 -0.005
N -0.127 1.137 2.522 -0.057
C 3.316 2.462 0.802 -0.012
C -3.234 -4.279 -3.255 -0.001
C 1.643 -0.968 -5.813 0.000
C -3.079 2.773 -2.201 -0.001
C 1.064 -1.738 -3.636 -0.001
N 2.003 1.885 0.457 -0.030
F -5.312 3.456 -1.987 0.000
H 0.094 0.668 4.562 -0.006
C 1.898 -1.797 -4.735 0.001
H -0.771 0.899 1.761 -0.001
H 0.949 4.249 1.826 -0.002
C 0.565 -0.104 -5.783 0.000
F -1.299 0.760 -4.699 0.000
H 0.070 2.146 -0.195 0.003
F -2.342 -5.838 -0.123 0.000
F -1.182 -3.457 0.199 -0.001
C -0.252 -0.071 -4.667 0.001
Ge -1.092 -0.937 -1.914 0.047
H -1.065 2.938 3.121 -0.002
C -3.132 -5.220 -2.245 0.000
C -0.097 2.598 2.746 0.036
H 3.625 -1.015 5.212 0.000
F 0.320 0.685 -6.825 0.000
C 3.022 0.810 4.204 0.019
H -0.864 -1.532 2.668 -0.007
S 0.137 -0.624 -0.176 -0.013
C -1.897 -2.730 -1.946 0.002
C -2.516 0.423 -1.982 0.009
C -3.858 0.169 -1.753 0.003
C -0.020 -0.873 -3.563 -0.006
F -0.869 2.056 -2.401 0.000
F -2.734 -2.148 -4.065 0.000
C 2.735 -0.627 4.717 0.020
H 3.889 0.339 2.412 0.007
F -2.693 4.035 -2.382 0.000
C 3.480 2.341 2.323 0.020
H 4.109 1.906 0.300 0.000
H -0.628 3.960 1.148 0.001
C -0.154 -1.154 3.404 0.010
H 4.487 2.612 2.647 0.001


[3]
62
Properties=species:S:1:pos:R:3:lowdin_charge:R:1 method="wB97M-V/def2-TZVPD" max_force_ha_per_bohr=0.0264 e_tot_ha=-1801.1089 smiles="NC(=O)C[C@@H](NC(=O)Cc1cccc2ccccc12)c1ccc(NCc2cc(F)ccc2F)c([N+](=O)[O-])c1" gap_ev=7.71 e_above_lowest_ev=0.0453 e_homo_ev=-8.137
H 1.699 2.736 0.792 0.119
F 6.797 -0.020 2.043 0.068
C 1.101 2.276 0.017 -0.036
C -0.458 1.103 -1.963 -0.004
O 1.574 0.325 2.484 0.043
H -3.008 1.773 -3.084 0.129
C -1.508 -0.736 1.161 0.060
H 2.747 1.297 -0.908 0.100
H -3.826 -2.260 -0.799 0.146
H -4.123 -1.092 2.023 0.122
C 6.045 0.090 -1.479 0.007
C -3.026 3.008 -0.050 -0.041
O -0.442 0.928 2.894 0.071
H -4.350 -2.788 1.553 0.127
H -6.153 -3.303 0.073 0.103
H 7.624 0.865 -0.243 0.122
C 4.977 -0.935 0.878 0.051
C 0.736 -1.437 0.490 -0.183
H -2.700 4.179 1.720 0.105
H -4.088 3.214 -0.054 0.115
H 6.431 0.475 -2.409 0.123
C 6.704 0.306 -0.283 0.003
C 4.306 -1.155 -0.319 -0.139
C 3.012 -1.923 -0.354 -0.120
H -4.385 2.018 -1.995 0.127
H 3.208 -2.973 -0.090 0.140
C 0.110 -2.319 -0.416 0.000
C -2.484 2.217 -1.033 -0.182
C -3.579 -1.528 -0.021 -0.259
N -3.856 -0.216 -0.581 0.126
C 6.157 -0.214 0.877 -0.268
H 1.356 0.237 -2.652 0.106
C -1.253 -2.388 -0.532 -0.002
H -1.691 -3.056 -1.258 0.122
C -0.889 3.335 0.987 -0.038
H -7.522 -2.251 -0.005 0.114
C 0.889 0.874 -1.914 -0.066
C -5.892 -1.417 0.885 -0.561
N 2.072 -1.346 0.577 0.059
C -3.381 1.599 -2.074 -0.043
H 4.590 -1.321 1.808 0.137
O -6.379 -0.331 1.099 0.057
H -0.269 3.756 1.764 0.116
C -3.448 0.097 -1.831 -0.484
C -4.446 -1.755 1.221 -0.050
H 0.723 -2.951 -1.037 0.107
H -2.103 -0.084 1.783 0.128
C 1.680 1.471 -0.922 -0.076
N 0.361 0.249 2.281 -0.332
F 4.239 -0.836 -2.658 0.062
H -4.034 0.529 0.076 0.138
H 2.424 -0.675 1.256 0.096
H -1.045 0.630 -2.734 0.106
C -1.089 1.939 -1.016 -0.108
C -0.288 2.525 0.003 -0.168
N -6.580 -2.424 0.304 0.174
C 4.865 -0.633 -1.480 -0.241
C -2.091 -1.588 0.253 -0.168
H 2.602 -1.895 -1.368 0.115
C -2.234 3.566 0.963 -0.064
O -3.151 -0.740 -2.657 0.072
C -0.121 -0.659 1.313 -0.085


[4]
61
Properties=species:S:1:pos:R:3:lowdin_charge:R:1 method="wB97M-V/def2-TZVPD" max_force_ha_per_bohr=0.0287 e_tot_ha=-1717.5279 smiles="COc1cc([C@H]2C(C(=O)c3ccc(C)o3)=C(O)C(=O)N2c2cc(C)on2)ccc1OCc1ccccc1" gap_ev=7.73 e_homo_ev=-8.105
C -1.751 -1.195 1.382 -0.192
O -0.363 2.066 -0.656 0.114
C 3.308 -6.150 -0.813 0.000
H -1.797 -0.930 4.624 0.095
C -1.043 -1.259 -1.319 -0.025
C 3.159 -3.656 -0.084 0.071
H 3.960 1.016 2.007 0.128
N 1.606 -3.084 -1.613 0.137
C -4.981 0.235 0.251 -0.196
C -4.132 2.111 -0.998 -0.070
H -5.718 -1.320 1.552 0.129
H 2.143 6.598 -0.191 0.110
C -1.252 -0.844 3.686 -0.076
H 1.331 -0.397 -1.862 0.171
C 2.341 -2.629 -0.625 -0.251
C -2.321 -1.610 -0.924 0.024
C 0.829 2.122 -0.403 -0.273
H -4.295 -0.442 2.180 0.122
C 2.659 0.724 0.702 -0.169
H 2.479 -6.819 -0.588 0.090
C -6.132 0.259 -0.526 -0.040
C -0.127 -0.850 -0.370 -0.183
C 3.260 4.719 -0.250 -0.303
C 2.152 5.528 -0.235 -0.007
O 1.908 -4.398 -1.747 0.019
O 3.281 1.547 1.551 0.121
C 1.039 4.673 -0.292 0.031
H -0.394 -1.524 3.703 0.098
H 4.845 6.121 -0.168 0.085
O 3.984 -1.163 1.341 0.102
O 2.894 3.433 -0.308 0.087
C -0.475 -0.841 0.975 0.051
H 4.080 -6.266 -0.059 0.087
H 0.002 4.940 -0.298 0.120
C 1.636 0.916 -0.157 -0.008
H 0.263 -0.537 1.702 0.116
C -2.699 -1.567 0.407 -0.223
H -5.404 2.865 -2.547 0.099
H -6.909 -0.471 -0.349 0.111
C 1.540 3.390 -0.326 -0.182
C 1.264 -0.412 -0.770 -0.146
O -2.170 -1.196 2.681 -0.082
H -0.769 -1.289 -2.361 0.116
C -5.286 2.132 -1.763 -0.092
C 2.835 -4.746 -0.838 -0.308
H -0.899 0.186 3.566 0.098
H 3.706 -6.428 -1.787 0.089
C 3.081 -0.699 0.669 -0.347
H 5.204 4.659 -1.107 0.089
N 2.274 -1.314 -0.233 0.093
C -4.772 -0.847 1.280 -0.128
C 4.708 5.045 -0.217 0.003
O -3.984 -1.911 0.741 -0.025
C -3.984 1.173 0.008 -0.030
H -3.060 -1.911 -1.650 0.127
H 3.858 -3.567 0.719 0.107
H -3.336 2.815 -1.183 0.100
C -6.288 1.208 -1.521 -0.089
H 5.175 4.582 0.652 0.088
H -3.078 1.170 0.594 0.114
H -7.191 1.221 -2.114 0.099